Record 1
{
  "formula": "C5H7NOS",
  "method": "the ωB97M-V functional and the def2-TZVPD basis",
  "elements": ["C", "C", "C", "O", "H", "H", "H", "H", "H", "H", "N", "C", "C", "S", "H"],
  "coordinates": [[-0.917, 1.099, 0.934], [-0.912, -0.303, 0.369], [-1.330, -0.214, -1.069], [-0.656, -1.374, 0.858], [-0.371, 1.585, 0.213], [-1.879, 1.432, 0.879], [-0.546, 1.277, 1.981], [-1.304, -1.195, -1.471], [-0.676, 0.370, -1.694], [-2.246, 0.341, -1.079], [1.843, -1.981, -0.178], [2.217, -0.857, 0.010], [2.531, 0.315, -0.290], [2.858, 1.853, -0.089], [1.389, -2.347, 0.625]],
  "smiles": "CC(C)=O.N=C=C=S",
  "total_energy_ev": -19667.5924,
  "homo_lumo_gap_ev": [6.4, 6.4]
}

Record 2
{
  "formula": "C7H15N2",
  "method": "the ωB97M-V functional and the def2-TZVPD basis",
  "elements": ["C", "C", "C", "C", "C", "C", "C", "N", "N", "H", "H", "H", "H", "H", "H", "H", "H", "H", "H", "H", "H", "H", "H", "H"],
  "coordinates": [[-1.370, -2.385, -0.083], [-2.193, -1.675, -0.794], [-0.483, -1.755, 1.028], [-0.422, -0.258, 0.753], [-1.418, 0.198, -0.082], [-1.187, 2.467, -0.077], [3.152, -0.089, -0.056], [-1.888, 1.280, -0.530], [1.908, 0.422, -0.806], [-1.429, -3.515, -0.308], [-3.004, -1.400, -1.554], [-0.880, -1.910, 2.116], [0.576, -2.188, 1.020], [-0.265, 0.169, 1.774], [0.594, 0.112, 0.361], [-1.444, 3.497, -0.671], [-1.596, 2.588, 1.025], [-0.029, 2.308, -0.030], [2.754, -1.031, 0.534], [4.090, -0.233, -0.706], [3.366, 0.813, 0.663], [-2.785, 1.428, -0.950], [1.883, -0.220, -1.579], [2.069, 1.375, -1.049]],
  "total_energy_ev": -10470.6946,
  "charge": 1,
  "homo_lumo_gap_ev": 9.8
}

Record 3
{
  "formula": "C18H30N9O4PSZn",
  "method": "the ωB97M-V functional and the def2-TZVPD basis",
  "elements": ["Zn", "N", "N", "C", "O", "O", "H", "H", "H", "C", "N", "C", "N", "C", "N", "C", "P", "C", "C", "H", "H", "H", "H", "H", "H", "H", "H", "H", "H", "H", "H", "H", "C", "N", "C", "C", "N", "C", "S", "H", "H", "H", "H", "H", "H", "O", "C", "N", "C", "O", "C", "C", "C", "C", "N", "C", "H", "H", "H", "H", "H", "H", "H", "H"],
  "coordinates": [[-1.728, -0.324, 1.876], [-2.717, -1.281, 3.651], [-2.633, -2.650, 3.326], [-2.424, -3.035, 2.000], [-2.478, -4.204, 1.684], [-2.131, -2.051, 1.189], [-2.250, -1.128, 4.538], [-3.686, -0.991, 3.758], [-3.112, -3.314, 3.915], [-1.590, -3.010, -3.835], [-0.854, -3.566, -2.611], [0.645, -3.290, -2.786], [0.883, -1.905, -3.006], [0.147, -1.431, -4.174], [-1.292, -1.631, -4.016], [-1.864, -0.778, -2.971], [-1.159, -1.104, -1.261], [-1.371, -2.953, -1.340], [0.630, -1.084, -1.816], [-2.654, -3.169, -3.678], [-1.253, -3.586, -4.697], [-1.001, -4.576, -2.568], [0.979, -3.880, -3.638], [1.142, -3.634, -1.882], [0.485, -1.974, -5.057], [0.353, -0.372, -4.317], [-2.944, -0.931, -2.935], [-1.685, 0.265, -3.242], [-2.427, -3.191, -1.227], [-0.867, -3.411, -0.490], [1.265, -1.435, -0.999], [0.924, -0.053, -2.027], [-0.536, 4.117, 1.934], [-0.936, 3.579, 0.633], [-0.500, 4.078, -0.585], [-1.133, 3.388, -1.551], [-1.937, 2.467, -0.904], [-1.817, 2.586, 0.427], [-2.746, 1.737, 1.608], [0.549, 4.126, 2.016], [-0.976, 3.507, 2.716], [-0.913, 5.133, 2.036], [0.215, 4.880, -0.651], [-1.089, 3.479, -2.623], [-2.614, 1.861, -1.337], [2.956, 4.839, 2.168], [4.094, 4.010, 1.954], [3.691, 2.647, 2.172], [3.132, 1.904, 1.181], [3.132, 2.200, 0.006], [2.456, 0.622, 1.615], [3.069, -0.622, 1.630], [2.292, -1.746, 1.878], [0.933, -1.599, 2.064], [0.338, -0.394, 2.050], [1.094, 0.688, 1.848], [3.246, 5.758, 2.203], [4.890, 4.255, 2.654], [4.451, 4.095, 0.931], [3.580, 2.341, 3.126], [4.133, -0.719, 1.451], [2.735, -2.733, 1.904], [0.289, -2.456, 2.223], [0.587, 1.648, 1.859]],
  "total_energy_ev": -109284.8081,
  "charge": 2,
  "homo_lumo_gap_ev": 9.1
}